39
Properties=species:S:1:pos:R:3:forces:R:3:lowdin_charge:R:1 method="wB97M-V/def2-TZVPD" homo_energy_ev=-8.06 smiles="CCOc1ccccc1NC(=S)NC[C@H]1CCCO1" orbital_gap_ev=8.61 max_force_ev_per_a=0.82 e_above_lowest_ev=1.552 e_tot_ha=-1203.6499
C 4.501 2.402 -0.878 -0.2 -0.2 0.3 -0.06
C 4.045 2.082 0.542 0.4 0.4 -0.1 -0.24
O 2.903 1.250 0.576 -0.3 -0.5 -0.1 -0.07
C 3.028 -0.093 0.299 -0.2 -0.1 0.0 -0.20
C 4.222 -0.765 0.108 0.0 0.2 0.1 -0.03
C 4.222 -2.128 -0.153 0.0 -0.1 0.0 -0.09
C 3.031 -2.820 -0.234 0.2 0.1 0.0 -0.09
C 1.827 -2.161 -0.045 0.0 0.0 -0.1 -0.05
C 1.809 -0.804 0.233 0.3 -0.1 -0.1 -0.17
N 0.658 -0.039 0.426 -0.1 0.8 0.1 0.08
C -0.625 -0.378 0.708 -0.1 0.0 0.1 -0.79
S -1.195 -1.924 0.850 -0.2 -0.6 0.1 0.72
N -1.442 0.689 0.899 0.4 0.3 -0.2 -0.01
C -2.858 0.604 1.134 -0.6 0.2 -0.1 -0.17
C -3.693 0.963 -0.115 0.5 -0.1 0.0 -0.33
C -3.602 -0.111 -1.202 -0.1 0.2 0.1 -0.13
C -4.665 -1.111 -0.746 0.0 0.1 0.1 -0.15
C -5.659 -0.238 0.039 -0.3 -0.3 0.0 -0.18
O -5.063 1.041 0.216 0.0 0.2 0.1 -0.11
H 4.784 1.495 -1.407 0.1 0.0 -0.1 0.07
H 5.355 3.073 -0.843 0.1 0.1 0.0 0.08
H 3.697 2.883 -1.428 0.0 0.1 -0.1 0.08
H 3.724 2.999 1.046 0.1 -0.1 0.0 0.12
H 4.860 1.640 1.126 -0.1 0.0 0.0 0.12
H 5.165 -0.245 0.166 0.0 0.1 0.0 0.10
H 5.163 -2.637 -0.295 0.1 0.0 0.0 0.10
H 3.028 -3.878 -0.445 0.0 -0.1 0.0 0.10
H 0.900 -2.703 -0.106 0.0 0.1 0.0 0.03
H 0.886 0.948 0.492 -0.1 -0.2 0.0 0.14
H -1.070 1.613 0.728 0.0 -0.1 0.0 0.14
H -3.134 1.289 1.941 0.0 -0.1 0.0 0.13
H -3.080 -0.418 1.444 0.0 0.2 0.1 0.07
H -3.394 1.956 -0.472 0.0 -0.1 0.0 0.15
H -2.613 -0.556 -1.265 0.1 0.0 -0.1 0.09
H -3.865 0.320 -2.168 0.0 0.0 0.0 0.12
H -5.143 -1.615 -1.583 0.0 -0.1 0.0 0.11
H -4.217 -1.866 -0.101 0.0 0.0 0.0 0.09
H -5.894 -0.672 1.018 0.0 0.0 -0.1 0.12
H -6.595 -0.083 -0.505 0.1 -0.1 0.1 0.12

=====

41
Properties=species:S:1:pos:R:3:forces:R:3:lowdin_charge:R:1 method="wB97M-V/def2-TZVPD" charge=-1 homo_energy_ev=-4.41 orbital_gap_ev=6.62 max_force_ev_per_a=2.37 e_above_lowest_ev=2.150 e_tot_ha=-846.7133
O -0.129 1.371 -0.323 0.6 0.6 -0.3 0.15
H -0.937 0.836 -0.650 -1.3 -1.2 -0.6 0.08
H 0.258 0.917 0.481 0.4 -0.9 0.9 0.10
H 0.533 1.421 -1.060 -0.6 -0.4 0.4 0.06
C 2.796 -0.745 0.512 0.2 1.1 1.0 -0.08
C 1.752 -1.200 1.536 -1.0 -1.1 -0.6 -0.63
C 2.334 -1.868 2.805 0.0 0.1 -0.1 -0.07
O 0.810 -0.233 1.815 0.5 1.3 -0.3 -0.30
H 3.243 0.169 0.928 0.2 0.0 -0.1 0.07
H 2.255 -0.439 -0.384 0.2 -0.3 -0.2 0.04
H 3.616 -1.440 0.323 -0.2 -0.2 -0.2 0.06
H 1.218 -1.989 0.970 0.0 -0.5 0.2 0.10
H 1.529 -2.141 3.489 -0.2 0.4 0.0 0.06
H 3.023 -1.185 3.312 0.0 0.0 0.1 0.06
H 2.848 -2.821 2.642 0.2 0.2 -0.4 0.06
C -0.508 -1.713 -1.731 0.0 -0.4 -1.0 -0.06
C -1.845 -1.023 -2.088 1.2 2.0 -0.2 -0.58
C -2.924 -2.034 -2.452 -1.1 0.3 1.8 -0.08
O -2.178 -0.065 -1.124 0.1 0.2 1.1 -0.33
H 0.375 -1.070 -1.785 -0.3 0.4 0.2 0.05
H -0.306 -2.456 -2.515 0.0 -0.3 0.2 0.07
H -0.502 -2.188 -0.750 -0.3 0.0 0.0 0.07
H -1.674 -0.338 -2.939 0.3 -0.9 -0.8 0.11
H -3.021 -2.704 -1.588 0.4 -0.6 -0.4 0.08
H -2.842 -2.543 -3.409 0.3 -0.1 0.1 0.06
H -3.917 -1.581 -2.358 0.1 0.5 -0.6 0.07
O -0.252 3.558 1.338 0.0 0.4 0.0 -0.05
H -1.073 4.013 1.117 0.0 -0.2 0.0 0.04
H 0.307 4.235 1.733 0.0 -0.2 0.1 0.03
O -3.589 2.442 -0.885 0.2 0.2 0.1 -0.10
H -4.263 2.253 -1.541 0.0 -0.1 0.0 0.01
H -3.007 1.653 -0.908 -0.3 -0.3 -0.1 -0.01
O 1.430 1.652 -2.396 0.6 0.5 -0.1 -0.02
H 1.762 1.486 -3.282 -0.2 -0.2 0.0 0.07
H 2.049 2.288 -2.013 0.0 -0.1 -0.1 0.08
O -2.018 -0.847 1.546 0.2 0.0 -0.1 -0.13
H -1.066 -0.787 1.767 -0.1 0.2 -0.1 -0.02
H -2.077 -0.542 0.608 -0.1 -0.3 0.2 -0.02
O 2.246 2.172 2.966 0.2 0.2 -0.2 -0.10
H 1.959 1.993 3.864 -0.1 -0.1 -0.1 0.02
H 1.785 1.493 2.431 -0.2 -0.4 0.2 -0.01

=====

What did the second record say?
41
Properties=species:S:1:pos:R:3:forces:R:3:lowdin_charge:R:1 method="wB97M-V/def2-TZVPD" charge=-1 homo_energy_ev=-4.41 orbital_gap_ev=6.62 max_force_ev_per_a=2.37 e_above_lowest_ev=2.150 e_tot_ha=-846.7133
O -0.129 1.371 -0.323 0.6 0.6 -0.3 0.15
H -0.937 0.836 -0.650 -1.3 -1.2 -0.6 0.08
H 0.258 0.917 0.481 0.4 -0.9 0.9 0.10
H 0.533 1.421 -1.060 -0.6 -0.4 0.4 0.06
C 2.796 -0.745 0.512 0.2 1.1 1.0 -0.08
C 1.752 -1.200 1.536 -1.0 -1.1 -0.6 -0.63
C 2.334 -1.868 2.805 0.0 0.1 -0.1 -0.07
O 0.810 -0.233 1.815 0.5 1.3 -0.3 -0.30
H 3.243 0.169 0.928 0.2 0.0 -0.1 0.07
H 2.255 -0.439 -0.384 0.2 -0.3 -0.2 0.04
H 3.616 -1.440 0.323 -0.2 -0.2 -0.2 0.06
H 1.218 -1.989 0.970 0.0 -0.5 0.2 0.10
H 1.529 -2.141 3.489 -0.2 0.4 0.0 0.06
H 3.023 -1.185 3.312 0.0 0.0 0.1 0.06
H 2.848 -2.821 2.642 0.2 0.2 -0.4 0.06
C -0.508 -1.713 -1.731 0.0 -0.4 -1.0 -0.06
C -1.845 -1.023 -2.088 1.2 2.0 -0.2 -0.58
C -2.924 -2.034 -2.452 -1.1 0.3 1.8 -0.08
O -2.178 -0.065 -1.124 0.1 0.2 1.1 -0.33
H 0.375 -1.070 -1.785 -0.3 0.4 0.2 0.05
H -0.306 -2.456 -2.515 0.0 -0.3 0.2 0.07
H -0.502 -2.188 -0.750 -0.3 0.0 0.0 0.07
H -1.674 -0.338 -2.939 0.3 -0.9 -0.8 0.11
H -3.021 -2.704 -1.588 0.4 -0.6 -0.4 0.08
H -2.842 -2.543 -3.409 0.3 -0.1 0.1 0.06
H -3.917 -1.581 -2.358 0.1 0.5 -0.6 0.07
O -0.252 3.558 1.338 0.0 0.4 0.0 -0.05
H -1.073 4.013 1.117 0.0 -0.2 0.0 0.04
H 0.307 4.235 1.733 0.0 -0.2 0.1 0.03
O -3.589 2.442 -0.885 0.2 0.2 0.1 -0.10
H -4.263 2.253 -1.541 0.0 -0.1 0.0 0.01
H -3.007 1.653 -0.908 -0.3 -0.3 -0.1 -0.01
O 1.430 1.652 -2.396 0.6 0.5 -0.1 -0.02
H 1.762 1.486 -3.282 -0.2 -0.2 0.0 0.07
H 2.049 2.288 -2.013 0.0 -0.1 -0.1 0.08
O -2.018 -0.847 1.546 0.2 0.0 -0.1 -0.13
H -1.066 -0.787 1.767 -0.1 0.2 -0.1 -0.02
H -2.077 -0.542 0.608 -0.1 -0.3 0.2 -0.02
O 2.246 2.172 2.966 0.2 0.2 -0.2 -0.10
H 1.959 1.993 3.864 -0.1 -0.1 -0.1 0.02
H 1.785 1.493 2.431 -0.2 -0.4 0.2 -0.01